Record 1
C6H12N | ωB97M-V with the def2-TZVPD basis set

Output
Energy relative to the best compared isomer or geometry (same formula, charge and spin), eV: 4.1813
HOMO-LUMO gap, eV: 7.83
LUMO level, eV: -5.924

```
! RIJCOSX wB97M-V def2-TZVPD def2/J DEFGRID3
* xyz 1 1
C 1.94 -0.43 1.43
C -1.55 -0.69 1.30
C 1.47 -0.93 0.21
C 1.10 1.32 -0.77
C -2.25 0.01 -1.01
C 0.90 -0.14 -0.73
N -1.42 -0.35 0.11
H 2.64 -0.95 1.99
H 1.54 0.56 1.68
H -0.64 -0.85 1.96
H -2.53 -0.74 1.76
H 1.81 -1.93 -0.16
H 2.11 1.69 -1.00
H 0.79 1.83 0.22
H 0.42 1.66 -1.44
H -1.72 1.01 -1.29
H -3.26 0.13 -0.69
H -2.06 -0.80 -1.79
H 0.71 -0.41 -1.79
*
```

***

Record 2
C6H12N | ωB97M-V with the def2-TZVPD basis set

Output
Energy relative to the best compared isomer or geometry (same formula, charge and spin), eV: 3.5704
HOMO-LUMO gap, eV: 10.99
LUMO level, eV: -4.000

```
! RIJCOSX wB97M-V def2-TZVPD def2/J DEFGRID3
* xyz 1 1
C 0.91 1.57 -0.35
C 1.20 0.23 -0.02
C 0.12 -0.40 0.80
C -0.31 -1.86 0.49
C -0.35 0.19 2.07
C -0.61 0.41 -2.07
N -0.07 0.69 -0.78
H 0.68 2.20 0.39
H 1.49 1.98 -1.25
H 1.97 -0.42 -0.38
H -1.35 -1.78 0.26
H -0.12 -2.51 1.36
H 0.10 -2.12 -0.51
H -0.17 1.20 2.14
H 0.01 -0.27 2.94
H -1.34 -0.05 2.19
H -1.69 0.27 -1.99
H -0.30 1.15 -2.77
H -0.17 -0.48 -2.51
*
```

***

Record 3
C6H12N2 | ωB97M-V with the def2-TZVPD basis set

Output
Energy relative to the best compared isomer or geometry (same formula, charge and spin), eV: 2.7160
Structure (SMILES): C/C=C(C)/C(N)=C\N
HOMO-LUMO gap, eV: 8.33
LUMO level, eV: 1.044

```
! RIJCOSX wB97M-V def2-TZVPD def2/J DEFGRID3
* xyz 0 1
C -1.98 1.23 0.07
C -0.86 0.44 0.67
C -0.27 -0.72 0.08
C -0.98 -1.87 -0.56
C 1.08 -0.52 0.23
N 2.09 -1.49 0.33
C 1.28 0.89 0.40
N 1.10 1.91 -0.59
H -1.59 2.22 -0.21
H -2.38 0.76 -0.83
H -2.81 1.41 0.77
H -0.66 0.64 1.72
H -1.37 -2.58 0.18
H -0.32 -2.42 -1.23
H -1.84 -1.53 -1.14
H 1.93 -2.25 0.97
H 3.04 -1.15 0.34
H 2.05 1.21 1.11
H 0.50 1.59 -1.34
H 1.98 2.23 -0.97
*
```

***

Record 4
C6H12N2 | ωB97M-V with the def2-TZVPD basis set

Output
Energy relative to the best compared isomer or geometry (same formula, charge and spin), eV: 3.1160
HOMO-LUMO gap (spin up / spin down), eV: 7.75 / 5.57
LUMO level (spin up / spin down), eV: 0.644 / -0.387

```
! RIJCOSX wB97M-V def2-TZVPD def2/J DEFGRID3
* xyz 0 1
C 0.97 0.20 0.16
C 2.40 -0.22 0.10
C 0.71 1.52 0.81
C -1.75 -0.31 1.04
C 0.05 -0.45 -0.69
C -2.21 -0.50 -1.33
N -1.33 -0.28 -0.39
N 0.27 -1.22 -1.71
H 1.25 -1.25 -1.98
H 2.92 0.21 -0.76
H 2.95 0.14 0.99
H 2.50 -1.30 0.04
H -0.31 1.88 0.66
H 1.38 2.27 0.39
H 0.91 1.48 1.89
H -2.51 0.46 1.20
H -2.18 -1.29 1.27
H -0.91 -0.16 1.71
H -3.26 -0.55 -1.09
H -1.86 -0.64 -2.33
*
```

***

Record 5
C6H12N2 | ωB97M-V with the def2-TZVPD basis set

Output
Energy relative to the best compared isomer or geometry (same formula, charge and spin), eV: 1.4931
Structure (SMILES): C[C@@]12CN[C@@H]1CCN2
HOMO-LUMO gap, eV: 9.99
LUMO level, eV: 1.054

```
! RIJCOSX wB97M-V def2-TZVPD def2/J DEFGRID3
* xyz 0 1
C 1.17 1.59 0.62
C 0.53 0.38 -0.17
C 1.54 -0.64 -0.68
N 0.63 -1.73 -0.27
C -0.12 -0.81 0.68
C -1.67 -0.74 0.46
C -1.75 0.59 -0.38
N -0.51 0.83 -1.11
H 0.53 2.01 1.35
H 2.11 1.33 1.08
H 1.40 2.31 -0.17
H 2.48 -0.59 -0.09
H 1.81 -0.66 -1.76
H 1.10 -2.50 0.18
H 0.20 -0.86 1.76
H -2.00 -1.60 -0.22
H -2.23 -0.80 1.37
H -2.07 1.46 0.21
H -2.54 0.41 -1.12
H -0.61 0.03 -1.74
*
```

***

Record 6
C6H12N2 | ωB97M-V with the def2-TZVPD basis set

Output
Energy relative to the best compared isomer or geometry (same formula, charge and spin), eV: 1.4287
Structure (SMILES): Cc1c[nH]cn1.CC
HOMO-LUMO gap, eV: 9.75
LUMO level, eV: 0.910

```
! RIJCOSX wB97M-V def2-TZVPD def2/J DEFGRID3
* xyz 0 1
C 0.57 -3.49 -0.70
C -0.08 -2.19 -0.96
C -1.39 -1.98 -0.89
N -1.57 -0.56 -0.94
C -0.27 0.00 -0.98
N 0.59 -0.99 -1.15
H 1.10 -3.35 0.25
H 1.07 -4.09 -1.53
H -0.30 -4.20 -0.58
H -2.23 -2.74 -0.81
H -2.42 -0.05 -0.84
H 0.01 1.08 -1.25
C 0.01 2.63 1.73
C 1.14 3.11 0.86
H 0.34 1.52 1.96
H -0.03 2.99 2.74
H -0.93 2.53 1.15
H 2.20 3.14 1.40
H 1.01 4.13 0.60
H 1.18 2.52 -0.08
*
```